{"formula": "C32H69BrO4SSi5SnTe", "method": "wB97M-V/def2-TZVPD", "elements": ["Sn", "C", "C", "C", "C", "Si", "Br", "C", "C", "C", "C", "C", "C", "C", "C", "H", "H", "H", "H", "H", "H", "H", "H", "H", "H", "H", "H", "H", "H", "H", "H", "H", "H", "H", "H", "H", "H", "H", "H", "H", "H", "H", "C", "Si", "C", "C", "Si", "Te", "Si", "C", "C", "C", "Si", "C", "C", "C", "H", "H", "H", "H", "H", "H", "H", "H", "H", "H", "H", "H", "H", "H", "H", "H", "H", "H", "H", "H", "H", "H", "H", "H", "H", "H", "H", "C", "C", "C", "C", "C", "C", "C", "S", "O", "O", "O", "H", "H", "H", "H", "H", "H", "H", "C", "C", "C", "O", "C", "H", "H", "H", "H", "H", "H", "H", "H"], "positions_angstrom": [[-0.425, 2.085, -0.778], [1.159, -0.999, 4.979], [1.014, 0.531, 5.030], [2.192, 1.125, 4.241], [1.137, 0.971, 6.504], [-0.680, 1.096, 4.377], [-0.370, 0.862, 1.963], [-1.050, 2.958, 4.535], [-1.655, 3.222, 5.931], [-2.032, 3.487, 3.475], [0.231, 3.794, 4.397], [-2.134, -0.089, 4.710], [-3.484, 0.513, 4.297], [-2.005, -1.430, 3.970], [-2.184, -0.366, 6.228], [2.159, -1.264, 5.334], [1.058, -1.391, 3.964], [0.447, -1.515, 5.621], [3.119, 0.721, 4.657], [2.250, 2.209, 4.312], [2.163, 0.853, 3.184], [2.092, 0.606, 6.891], [0.352, 0.554, 7.137], [1.138, 2.054, 6.624], [-2.634, 2.761, 6.059], [-1.788, 4.301, 6.051], [-1.009, 2.887, 6.743], [-2.988, 2.970, 3.468], [-1.600, 3.442, 2.472], [-2.232, 4.541, 3.688], [0.956, 3.596, 5.185], [-0.036, 4.852, 4.464], [0.722, 3.639, 3.433], [-3.527, 0.716, 3.224], [-3.731, 1.427, 4.835], [-4.271, -0.213, 4.519], [-2.028, -1.302, 2.885], [-2.860, -2.054, 4.243], [-1.105, -1.982, 4.229], [-2.281, 0.541, 6.826], [-1.312, -0.916, 6.582], [-3.061, -0.985, 6.437], [1.559, -5.439, -0.271], [0.245, -4.243, -0.840], [-0.788, -3.684, 0.627], [-0.831, -4.969, -2.182], [1.394, -2.364, -1.700], [-0.673, -0.827, -1.815], [2.965, -1.417, -0.206], [4.604, -2.226, -0.593], [3.057, 0.434, -0.468], [2.449, -1.806, 1.548], [2.199, -2.597, -3.922], [3.249, -4.135, -3.749], [0.815, -2.880, -5.137], [3.248, -1.120, -4.365], [1.091, -6.353, 0.105], [2.159, -5.019, 0.539], [2.234, -5.724, -1.080], [-1.431, -4.508, 0.947], [-1.451, -2.838, 0.415], [-0.154, -3.410, 1.473], [-1.486, -5.734, -1.759], [-0.223, -5.447, -2.953], [-1.466, -4.224, -2.667], [4.972, -1.947, -1.582], [4.542, -3.316, -0.545], [5.351, -1.909, 0.139], [3.281, 0.698, -1.502], [3.830, 0.862, 0.175], [2.114, 0.911, -0.190], [2.447, -2.883, 1.732], [1.456, -1.417, 1.780], [3.159, -1.353, 2.247], [2.640, -5.018, -3.543], [4.002, -4.041, -2.965], [3.777, -4.314, -4.690], [0.218, -3.752, -4.864], [1.253, -3.076, -6.120], [0.151, -2.021, -5.233], [4.125, -1.057, -3.718], [2.706, -0.176, -4.296], [3.605, -1.235, -5.392], [0.720, 2.356, -9.637], [0.548, 2.133, -8.164], [1.582, 2.438, -7.279], [1.443, 2.240, -5.918], [0.237, 1.730, -5.448], [-0.822, 1.427, -6.300], [-0.653, 1.633, -7.654], [0.089, 1.437, -3.753], [1.341, 1.612, -3.063], [-0.381, -0.044, -3.695], [-1.000, 2.229, -3.115], [1.731, 2.107, -9.956], [0.550, 3.408, -9.877], [0.015, 1.763, -10.216], [2.513, 2.836, -7.664], [2.247, 2.474, -5.235], [-1.754, 1.035, -5.915], [-1.464, 1.403, -8.332], [-4.861, 2.873, -1.324], [-4.646, 2.804, 0.193], [-3.506, 1.825, 0.320], [-2.630, 2.185, -0.795], [-3.475, 2.629, -1.922], [-5.256, 3.836, -1.638], [-5.557, 2.103, -1.650], [-5.531, 2.462, 0.727], [-4.357, 3.774, 0.598], [-3.824, 0.789, 0.176], [-2.927, 1.910, 1.234], [-3.460, 1.839, -2.668], [-3.006, 3.522, -2.330]], "forces_ev_per_a": [[0.1, 0.1, -0.3], [0.0, 0.0, -0.1], [0.0, -0.1, 0.0], [0.1, 0.1, 0.0], [0.0, 0.0, 0.0], [0.0, 0.0, -0.2], [-0.1, -0.2, 0.2], [0.0, 0.1, 0.0], [0.0, 0.0, 0.0], [0.1, 0.0, 0.0], [0.0, 0.0, 0.0], [0.0, 0.0, 0.0], [0.0, 0.0, 0.0], [-0.1, 0.0, 0.0], [0.0, -0.1, 0.0], [0.0, 0.0, 0.0], [0.0, 0.0, 0.1], [0.0, 0.0, 0.0], [0.0, 0.0, 0.0], [0.0, -0.1, 0.0], [0.0, 0.0, 0.1], [0.0, 0.0, 0.0], [0.0, 0.0, 0.0], [0.0, 0.0, 0.0], [0.0, 0.0, 0.0], [0.0, 0.0, 0.0], [0.0, 0.0, 0.0], [0.0, -0.1, 0.0], [0.0, 0.0, 0.0], [0.0, 0.0, 0.0], [0.0, 0.0, 0.0], [0.0, 0.0, 0.0], [0.0, 0.0, 0.0], [0.0, 0.0, 0.0], [0.0, 0.0, 0.0], [0.0, 0.0, 0.0], [0.0, 0.0, 0.0], [0.0, 0.0, 0.0], [0.0, 0.0, 0.0], [0.0, 0.0, 0.0], [0.0, 0.0, 0.0], [0.0, 0.0, 0.0], [0.0, 0.0, 0.0], [0.0, 0.0, 0.0], [0.0, 0.0, 0.0], [0.0, 0.0, 0.0], [0.1, 0.1, 0.1], [-0.1, 0.1, 0.0], [0.0, 0.0, 0.0], [0.0, 0.0, 0.0], [0.0, 0.0, 0.0], [0.1, 0.0, 0.0], [-0.1, 0.0, 0.0], [0.0, 0.0, -0.1], [0.0, 0.0, 0.0], [0.0, 0.0, 0.0], [0.0, 0.0, 0.0], [0.0, 0.0, 0.0], [0.0, 0.0, 0.0], [0.0, 0.0, 0.0], [0.0, 0.0, 0.0], [0.0, 0.0, 0.0], [0.0, 0.0, 0.0], [0.0, 0.0, 0.0], [0.0, 0.0, 0.0], [0.0, 0.0, 0.0], [0.0, 0.0, 0.0], [0.0, 0.0, 0.0], [0.0, 0.0, 0.0], [0.0, 0.0, 0.0], [0.0, 0.0, 0.0], [0.0, 0.0, 0.0], [0.0, 0.0, 0.0], [0.0, 0.0, 0.0], [0.0, 0.0, 0.0], [0.0, 0.0, 0.0], [0.0, 0.0, 0.0], [0.0, 0.0, 0.0], [0.0, 0.0, 0.0], [0.0, 0.0, 0.0], [0.0, 0.0, 0.0], [0.0, 0.0, 0.0], [0.0, 0.0, 0.0], [0.0, 0.0, 0.0], [0.0, 0.0, 0.0], [0.0, 0.0, 0.0], [0.0, 0.0, 0.0], [-0.1, 0.0, 0.0], [0.0, 0.0, 0.0], [0.0, 0.0, 0.0], [-0.3, 0.1, 0.3], [-0.1, 0.0, 0.0], [0.1, 0.2, 0.0], [0.6, -0.4, -0.2], [0.0, 0.0, 0.0], [0.0, 0.0, 0.0], [0.0, 0.0, 0.0], [0.0, 0.0, 0.0], [0.0, 0.0, 0.0], [0.0, 0.0, 0.0], [0.0, 0.0, 0.0], [0.0, 0.0, 0.0], [-0.1, 0.0, 0.0], [0.0, 0.0, 0.0], [-0.2, 0.0, 0.1], [-0.1, 0.1, 0.0], [0.0, 0.0, 0.0], [0.0, 0.0, 0.0], [0.0, 0.0, 0.0], [0.0, 0.0, 0.0], [0.0, 0.0, 0.0], [0.0, 0.0, 0.0], [0.0, 0.0, 0.0], [-0.1, -0.1, 0.0]], "lowdin_charge": [1.172, -0.089, -0.619, -0.106, -0.070, 0.651, 0.408, -0.622, -0.071, -0.113, -0.093, -0.622, -0.089, -0.110, -0.071, 0.099, 0.053, 0.069, 0.096, 0.063, 0.032, 0.100, 0.078, 0.069, 0.071, 0.098, 0.078, 0.060, 0.042, 0.098, 0.069, 0.097, 0.078, 0.063, 0.070, 0.097, 0.039, 0.096, 0.061, 0.079, 0.069, 0.099, -0.195, 0.319, -0.216, -0.208, 0.297, 1.119, 0.347, -0.201, -0.207, -0.221, 0.365, -0.199, -0.191, -0.185, 0.048, 0.026, 0.029, 0.047, 0.000, 0.023, 0.044, 0.032, 0.024, 0.026, 0.033, 0.046, 0.026, 0.051, -0.048, 0.033, -0.030, 0.044, 0.030, 0.025, 0.049, 0.028, 0.048, 0.014, 0.031, 0.003, 0.049, -0.025, -0.231, -0.004, -0.030, -0.299, -0.032, -0.006, 0.497, -0.352, -0.709, -0.462, 0.091, 0.101, 0.087, 0.130, 0.122, 0.126, 0.128, -0.121, -0.131, -0.181, -0.446, -0.136, 0.126, 0.124, 0.131, 0.127, 0.142, 0.048, 0.122, 0.126], "total_charge": 2, "energy_ev": -175876.4952, "multiplicity": 1, "lumo_ev": -6.31, "de_lowest_ev": 0.341, "orbital_gap_ev": 7.025, "homo_ev": -13.34, "mol_weight_g_mol": 1016.6}